No. 1
2 unconnected molecules or ions with the total composition C4H8NO at a distorted geometry, computed with ωB97M-V/def2-TZVPD.

Calculated values
E_LUMO = -3.90 eV
Charge = +1
Relative energy (zero: lowest compared OMol25 entry of this formula, charge and spin) = 178.5 kJ/mol
HOMO-LUMO gap = 10.85 eV

Structure (XYZ):
```
14
C4H8NO | the Open Molecules 2025 dataset | ωB97M-V/def2-TZVPD
C 1.3055 -1.4252 -1.3516
C -0.7145 -0.2637 0.3520
C 0.3887 0.3577 -0.0173
C -0.7247 -1.2858 1.3855
N 0.2662 1.3123 -1.1389
O 1.5307 -0.7438 -2.2632
H -1.7259 -0.0610 -0.2035
H 1.3890 0.3753 0.3722
H -1.4952 -2.1857 1.3512
H -0.9662 -0.7565 2.3681
H 0.2516 -1.7681 1.4185
H 0.7505 0.9079 -1.9473
H 0.6605 2.2320 -0.8078
H -0.6908 1.2453 -1.6600
```



No. 2
6 unconnected molecules or ions with the total composition C30H55N11O3 at a distorted geometry, computed with ωB97M-V/def2-TZVPD.

Calculated values
E_LUMO = -8.50 eV
Charge = +4
Relative energy (zero: lowest compared OMol25 entry of this formula, charge and spin) = 385.8 kJ/mol
HOMO-LUMO gap = 7.93 eV

Structure (XYZ):
```
99
C30H55N11O3 | the Open Molecules 2025 dataset | ωB97M-V/def2-TZVPD
N -0.1783 -1.3494 -0.2847
O -0.8133 -1.2721 0.7292
O -0.7033 -1.8317 -1.2553
O 0.9779 -1.0314 -0.3562
C 7.6709 -0.5859 -4.2341
C 7.5273 -1.5703 -3.0957
N 6.1143 -1.7618 -2.6576
C 5.3176 -0.7820 -2.0998
C 4.0540 -1.2509 -1.8966
N 4.0709 -2.5731 -2.2318
C 5.2810 -2.8659 -2.7925
C 2.9075 -3.4647 -2.0480
H 7.0567 -0.6886 -5.1287
H 8.6462 -0.6989 -4.7073
H 7.4798 0.3650 -3.7367
H 8.0941 -1.1372 -2.2715
H 8.0015 -2.5230 -3.3318
H 5.6469 0.2457 -2.0563
H 3.2276 -0.7074 -1.4629
H 5.4763 -3.8655 -3.1516
H 2.0269 -2.9463 -2.4274
H 2.7125 -3.6276 -0.9880
H 2.9624 -4.4204 -2.5693
C 0.8966 0.6059 3.0764
C 2.0617 1.5689 3.3470
N 1.6371 2.8760 3.8292
C 0.8350 3.7379 3.1019
C 0.9278 5.0183 3.6949
N 1.6201 4.8360 4.8435
C 2.0778 3.5858 4.9723
C 1.6681 5.9004 5.8132
H 0.6491 0.8997 2.0564
H 0.1286 0.8079 3.8230
H 1.1567 -0.4395 3.2427
H 2.8735 1.5825 2.6197
H 2.5177 1.0992 4.2185
H 0.4731 3.3004 2.1832
H 0.5242 5.9522 3.3324
H 2.7194 3.2532 5.7750
H 0.6115 6.0548 6.0317
H 2.0223 6.8797 5.4912
H 2.3377 5.6581 6.6384
C 0.1569 2.5921 -0.7386
C -0.4517 1.7411 -1.8396
N -1.9428 1.6260 -1.5954
C -2.7762 0.5647 -1.9355
C -4.1344 0.9283 -1.8412
N -4.1442 2.2896 -1.4266
C -2.7901 2.6490 -1.1829
C -5.3235 3.0480 -0.9055
H -0.5022 3.3748 -0.3630
H 1.2040 2.8755 -0.8461
H 0.2004 1.9787 0.1613
H -0.0492 0.7286 -1.8702
H -0.3272 2.2451 -2.7980
H -2.2492 -0.3580 -2.1286
H -5.0092 0.4504 -2.2566
H -2.4531 3.6540 -0.9759
H -5.5169 4.0520 -1.2832
H -5.2206 3.1491 0.1750
H -6.1959 2.3991 -0.9823
C -2.5300 1.5213 1.8478
C -2.6155 0.8302 3.2066
N -2.5107 1.7468 4.3230
C -1.9989 1.5091 5.5584
C -1.7564 2.6629 6.2586
N -2.4501 3.6272 5.5279
C -2.9725 3.0756 4.4250
C -2.4246 5.0188 5.7842
H -2.4667 0.9023 0.9528
H -1.7308 2.2590 1.7767
H -3.4831 2.0344 1.7193
H -1.8838 0.0564 3.4388
H -3.6102 0.4322 3.4074
H -1.6687 0.5428 5.9102
H -1.2066 2.8310 7.1728
H -3.5994 3.4364 3.6230
H -3.4254 5.3566 6.0533
H -2.0948 5.5651 4.9006
H -1.8688 5.1685 6.7098
C -2.5928 -7.8101 -5.8159
C -3.1396 -6.3045 -5.9938
N -2.4273 -5.5746 -5.0411
C -1.2260 -4.7930 -5.3324
C -0.7482 -4.4167 -4.1047
N -1.4429 -5.1023 -3.0374
C -2.5147 -5.7139 -3.6488
C -1.1896 -5.1442 -1.5870
H -3.0866 -8.3656 -6.6132
H -2.9170 -8.2393 -4.8679
H -1.5193 -7.8241 -6.0042
H -4.1946 -6.1536 -5.7648
H -3.0864 -5.9245 -7.0140
H -1.0696 -4.6440 -6.3905
H 0.1806 -3.9044 -3.9016
H -3.2719 -6.1504 -3.0143
H -0.2513 -4.6163 -1.4167
H -1.0454 -6.2003 -1.3596
H -1.9303 -4.5169 -1.0910
```



No. 3
A molecular structure, C28H42F6HgO20S7 at a distorted geometry, computed with ωB97M-V/def2-TZVPD.

Calculated values
E_LUMO = 3.62 eV
Charge = -2
Relative energy (zero: lowest compared OMol25 entry of this formula, charge and spin) = 511.8 kJ/mol
HOMO-LUMO gap = 4.62 eV

Structure (XYZ):
```
104
C28H42F6HgO20S7 | the Open Molecules 2025 dataset | ωB97M-V/def2-TZVPD
Hg -0.3324 -0.1797 0.1727
C 2.2029 1.2027 -2.5921
C 2.9196 1.5641 -3.7666
C 4.4875 1.7199 -3.6555
O 4.9503 2.3713 -4.5902
C 5.2128 1.0787 -2.5752
C 4.4274 0.5922 -1.5564
C 2.8933 0.6498 -1.5878
O 2.1338 0.1843 -0.6977
O 5.1248 0.0637 -0.6271
O 2.3855 1.8951 -4.8165
H 1.1273 1.2953 -2.6219
H 6.2917 1.0691 -2.5275
C -2.6606 -4.1332 1.3067
F -1.8900 -4.1957 2.3955
F -1.9771 -4.6513 0.2766
F -3.7597 -4.8044 1.6184
S -3.2980 -2.3424 0.8051
O -4.1582 -1.7043 1.8030
O -2.1123 -1.4853 0.5243
O -4.0429 -2.6224 -0.4091
C -0.0507 -0.9800 4.9168
F 0.0535 0.3403 5.0558
F 0.4610 -1.6900 5.9133
F -1.3844 -1.2543 4.8356
S 0.9446 -1.5139 3.3016
O 1.0182 -3.0128 3.1655
O 0.2059 -0.8990 2.1593
O 2.2622 -0.9365 3.4511
C 2.4806 -5.3678 1.1826
C 3.6372 -4.5374 0.6410
C 3.1394 -3.0832 0.4451
S 1.5607 -3.4355 -0.5471
O 2.0621 -3.7399 -1.8988
O 0.5017 -2.4388 -0.2889
C 1.1940 -5.0153 0.3943
H 2.4217 -5.0551 2.2251
H 2.6290 -6.4372 1.3329
H 3.8801 -5.0027 -0.3143
H 4.4818 -4.6263 1.3241
H 3.7987 -2.4286 -0.1249
H 2.8603 -2.6710 1.4147
H 0.8327 -5.7215 -0.3533
H 0.3529 -4.7539 1.0364
C -5.3009 1.0512 3.5476
C -5.7049 1.8299 2.2635
C -4.5831 1.8086 1.2570
S -3.0515 1.9438 2.2485
O -2.7981 3.3826 2.4121
O -2.0047 1.0789 1.6704
C -3.8357 1.2244 3.8166
H -5.3331 -0.0382 3.5374
H -5.9163 1.4690 4.3444
H -5.8189 2.9101 2.3552
H -6.6495 1.4314 1.8933
H -4.6499 2.4841 0.4041
H -4.6104 0.7832 0.8882
H -3.5921 1.8117 4.7019
H -3.2272 0.3351 3.9810
C -0.5809 4.3724 -3.6463
C 0.0579 4.5871 -2.2381
C -0.9918 4.3021 -1.1262
S -1.8817 2.8192 -1.7376
O -3.3055 3.1188 -1.7193
O -1.3372 1.5520 -1.1279
C -1.3146 3.0054 -3.5069
H 0.1211 4.2960 -4.4767
H -1.2835 5.1567 -3.9276
H 0.5232 5.5704 -2.1690
H 0.8678 3.8596 -2.1855
H -1.7613 5.0736 -1.0983
H -0.6457 4.0552 -0.1226
H -2.0562 2.6525 -4.2236
H -0.5014 2.2801 -3.5346
C -0.9206 -3.8841 -3.7535
C 0.0237 -3.4027 -4.8375
C 0.4988 -2.0225 -4.4568
S -0.8019 -1.2153 -3.4727
O -1.4317 -0.1332 -4.2515
O -0.3030 -0.8010 -2.1226
C -1.8697 -2.7379 -3.4190
H -0.2854 -4.1798 -2.9185
H -1.4824 -4.7680 -4.0556
H -0.6322 -3.3048 -5.7025
H 0.7617 -4.1173 -5.2019
H 0.7091 -1.4012 -5.3273
H 1.3582 -2.0205 -3.7863
H -2.5848 -2.6488 -4.2369
H -2.2922 -2.7372 -2.4142
C 2.0720 3.8068 3.7645
C 3.0064 2.6780 3.5627
C 3.0509 2.2880 2.0936
S 1.4537 2.8699 1.3138
O 0.4807 1.7726 1.0679
O 1.7135 3.9751 0.3813
C 0.8273 3.5983 2.9293
H 2.6215 4.6777 3.4072
H 1.9506 4.0630 4.8170
H 2.6809 1.9430 4.2989
H 3.9880 2.9270 3.9660
H 3.0174 1.2007 2.0250
H 3.8744 2.7470 1.5464
H 0.2174 2.8538 3.4410
H 0.1945 4.4594 2.7148
```



No. 4
A gas-phase ion, C6H5BrClN4 (charge +1) at a distorted geometry, computed with ωB97M-V/def2-TZVPD.

Calculated values
E_LUMO = -4.54 eV
Charge = +1
Relative energy (zero: lowest compared OMol25 entry of this formula, charge and spin) = 143.5 kJ/mol
HOMO-LUMO gap = 9.17 eV

Structure (XYZ):
```
17
C6H5BrClN4 | the Open Molecules 2025 dataset | ωB97M-V/def2-TZVPD
C -0.0595 1.6771 -0.3684
C -0.1076 0.2530 -0.2911
C -2.2797 0.3679 0.4858
C -2.2781 1.7746 0.2438
C -1.7697 -2.2961 1.0807
C -3.4317 -0.4378 0.9998
N -1.1042 2.3996 -0.1257
N -2.7707 -1.6768 1.3178
N -1.1826 -0.3034 0.2089
N 1.0741 -0.5369 -0.5714
Cl -3.6290 2.8183 0.5143
Br -4.5634 -0.8959 -0.5672
H 0.8107 2.3157 -0.3848
H 0.9515 -1.0449 -1.5454
H -4.0936 0.0936 1.6763
H 1.9133 -0.0085 -0.2916
H 1.0727 -1.4539 0.0119
```